Record 1
Here is an isolated molecule of C3H6N2OS in a non-equilibrium geometry from OMol25. Energies are from wB97M-V/def2-TZVPD.

Values from the calculation:
Energy relative to the best compared isomer or geometry (same formula, charge and spin)   35.9 kcal per mole
HOMO   -9.4 eV
Largest force on an atom   0.0347 hartree/bohr
SMILES string   [H]/N=C/N(C=O)SC
Orbital gap   0.3704 Ha

Structure (ORCA input):
```
! RIJCOSX wB97M-V def2-TZVPD def2/J DEFGRID3
* xyz 0 1
H 3.2362 -1.0522 0.0719
N 2.5545 -0.2719 -0.0085
C 1.4153 -0.7134 -0.3472
N 0.3269 0.1459 -0.5311
C 0.4500 1.5240 -0.3439
O -0.4749 2.2892 -0.4005
S -1.1874 -0.5163 -0.9837
C -2.0943 -0.3832 0.5759
H 1.1784 -1.7229 -0.5134
H 1.4637 1.8046 -0.1720
H -2.2137 0.6639 0.8310
H -3.0623 -0.8261 0.4385
H -1.5925 -0.9416 1.3831
*
```

Löwdin atomic charge list, values in e, 5 entries:
1. H 0.065
2. N 0.088
3. C -0.313
4. N -0.386
5. C -0.337

=====

Record 2
Here is the ion C18H19Cl2N2 with charge +1 in a non-equilibrium geometry from OMol25. Energies are from wB97M-V/def2-TZVPD.

Values from the calculation:
Energy relative to the best compared isomer or geometry (same formula, charge and spin)   15.2 kcal per mole
HOMO   -11.4 eV
Largest force on an atom   0.0395 hartree/bohr
SMILES string   C=N[N+](C)(C)[C@H](/C=C/c1ccc(Cl)cc1)c1ccc(Cl)cc1
Orbital gap   0.2881 Ha

Structure (ORCA input):
```
! RIJCOSX wB97M-V def2-TZVPD def2/J DEFGRID3
* xyz 1 1
C -3.0723 -0.0509 -2.7663
N -1.8268 -0.0220 -2.5593
N -1.1197 0.5223 -1.4177
C -1.9659 1.5079 -0.6201
C 0.0980 1.2382 -2.0305
C -0.6893 -0.7636 -0.3879
C 0.1897 -0.1225 0.6299
C -0.3042 0.4831 1.7552
C 0.4885 1.1679 2.7667
C -0.1403 1.7242 3.9233
C 0.6139 2.2844 4.9529
C 2.0106 2.3878 4.8075
Cl 2.9421 3.1466 6.0316
C 2.6534 1.7810 3.7163
C 1.8990 1.2087 2.6966
C -0.0394 -1.7410 -1.3338
C -0.8440 -2.6371 -2.0441
C -0.2597 -3.6056 -2.8561
C 1.1360 -3.7361 -2.8966
Cl 1.8134 -4.9044 -3.9627
C 1.9437 -2.7670 -2.2875
C 1.3530 -1.7966 -1.4677
H -3.3771 -0.1957 -3.8212
H -3.8911 0.0150 -2.0270
H -1.9094 2.5445 -1.0140
H -2.9628 1.0385 -0.5107
H -1.4561 1.5147 0.3377
H 0.0674 2.3208 -1.8740
H 0.9834 0.8837 -1.5070
H 0.2532 0.9560 -3.0866
H -1.6926 -1.0752 -0.0184
H 1.2512 -0.2747 0.5240
H -1.3850 0.5241 1.9400
H -1.2258 1.7063 3.9959
H 0.1337 2.7617 5.7998
H 3.7304 1.8653 3.6239
H 2.3878 0.8056 1.8084
H -1.9262 -2.5468 -1.9432
H -0.9153 -4.2492 -3.4248
H 3.0128 -2.8192 -2.4388
H 2.0420 -1.0806 -1.0137
*
```

Löwdin atomic charge list, values in e, 5 entries:
1. C 0.029
2. N 0.018
3. N -0.229
4. C 0.018
5. C 0.044